No. 1
The following is a quantum chemistry calculation of a 8-piece molecular cluster, C4H20O9 overall, from OMol25.

Properties
energy above the lowest of the compared OMol25 structures with the same formula, charge and spin	3.929	eV
max |F|	0.1325	Eh/bohr
SMILES string	O=CCCC=O.O.O.O.O.O.O.O
LUMO energy	0.10	eV

```
33
Properties=species:S:1:pos:R:3:mulliken_charge:R:1
O -1.134 -0.104 -2.348 -0.4300
C -1.138 -1.051 -1.695 -0.2610
C -2.170 -1.333 -0.568 -0.5804
C -2.334 -0.170 0.271 0.3257
C -3.201 -0.488 1.393 -0.1542
O -3.861 0.274 2.023 -0.4882
H -0.340 -1.709 -2.076 0.4792
H -3.107 -1.729 -1.017 0.3344
H -1.621 -2.268 -0.052 0.2886
H -2.700 0.765 -0.231 0.2044
H -1.284 0.004 0.903 -0.0649
H -3.165 -1.594 1.593 0.3216
O 0.918 2.405 -2.952 -0.6526
H 0.299 1.852 -2.425 0.3339
H 0.795 1.771 -3.752 0.3324
O 2.285 0.702 0.498 -0.7017
H 2.817 1.139 1.220 0.2686
H 1.331 0.783 0.453 0.4162
O 1.343 3.792 -0.589 -0.6716
H 1.936 3.166 -0.961 0.3440
H 0.897 4.185 -1.358 0.3397
O 1.137 -3.550 0.618 -0.6483
H 1.235 -3.050 1.402 0.2774
H 1.694 -3.134 -0.034 0.4058
O 2.790 -1.718 -0.399 -0.7063
H 3.671 -1.329 -0.509 0.2696
H 2.346 -1.006 0.141 0.4728
O -0.001 1.967 0.523 -0.5225
H -0.024 2.434 1.285 0.2052
H 0.284 2.486 -0.242 0.2604
O 1.954 -1.458 2.936 -0.5759
H 2.863 -1.787 2.959 0.3124
H 1.693 -1.203 3.816 0.2653
```

No. 2
The following is a quantum chemistry calculation of a 8-piece molecular cluster, C37H74F3IN8O12S overall, from OMol25.

Properties
max |F|	0.1890	Eh/bohr
SMILES string	CC[C@@H](C)[C@H]1[C@H](I)OS(=O)(=O)[C@@H]([C@@H](C)F)[C@@]1(CC(C)C)N(C(=O)F)C(=O)F.CNC(C)=O.CNC(C)=O.CNC(C)=O.CNC(C)=O.CNC(C)=O.CNC(C)=O.CNC(C)=O
LUMO energy	-1.54	eV

```
136
Properties=species:S:1:pos:R:3:mulliken_charge:R:1
C -2.007 2.530 1.430 -0.5401
C -3.130 1.337 1.619 -0.2719
C -2.828 0.548 3.067 0.3095
C -4.170 0.011 3.790 -1.3268
C -1.488 -0.371 3.063 -0.2884
C -0.508 -0.007 4.285 -0.6154
I 1.454 0.723 3.473 0.1571
O -0.108 -0.997 5.253 -0.3626
S -1.269 -2.195 5.521 1.3051
O -2.365 -1.467 6.395 -0.6450
O -0.500 -3.303 6.343 -0.6788
C -2.010 -2.917 3.898 -0.0507
C -3.452 -3.400 4.357 0.1677
C -4.239 -4.583 3.545 -1.0274
F -3.238 -4.147 5.672 -0.4070
C -1.672 -1.983 2.629 -0.0780
C -0.078 -2.398 2.281 -0.9290
C 0.235 -3.794 1.561 0.0180
C 1.125 -3.592 0.155 -1.0594
C -0.962 -4.818 1.189 -0.0153
N -2.379 -1.960 1.393 1.6486
C -1.759 -1.611 0.087 0.0847
O -1.953 -2.498 -0.934 -0.5032
F -1.051 -0.388 -0.345 -0.2386
C -3.707 -2.426 1.065 0.1623
O -4.717 -1.523 0.888 -0.4558
F -4.158 -3.781 0.557 -0.2862
H -1.033 2.036 0.961 0.0968
H -2.402 3.449 0.779 0.2949
H -1.650 3.014 2.458 0.0655
H -4.164 1.897 1.814 0.4045
H -3.258 0.626 0.713 0.0391
H -2.532 1.497 3.741 0.0149
H -4.673 -0.947 3.375 0.0535
H -4.988 0.874 3.662 0.4836
H -3.997 -0.033 4.968 0.2091
H -0.891 0.066 2.116 0.1542
H -0.844 0.934 4.943 0.5926
H -1.364 -3.921 3.790 0.5486
H -4.255 -2.609 4.667 0.2056
H -3.574 -5.313 2.929 0.1446
H -5.082 -4.033 2.904 0.2561
H -4.875 -5.277 4.281 0.4184
H 0.577 -2.420 3.284 0.4874
H 0.476 -1.544 1.654 0.4610
H 0.993 -4.429 2.237 0.4136
H 1.322 -4.668 -0.283 0.2496
H 2.112 -3.024 0.448 0.3162
H 0.582 -2.940 -0.645 0.1554
H -2.000 -4.559 1.649 -0.5500
H -0.692 -5.908 1.597 0.2072
H -1.092 -4.964 0.018 0.0752
C 5.990 1.305 4.190 -0.8455
N 5.630 1.019 2.822 -0.0204
C 6.119 0.039 2.008 0.9045
C 7.169 -0.881 2.566 -1.2891
O 5.701 -0.069 0.859 -0.6690
H 5.089 1.223 4.802 0.2257
H 6.363 2.331 4.234 0.2867
H 6.753 0.625 4.571 0.3727
H 4.927 1.599 2.378 0.0755
H 7.461 -1.608 1.803 0.2847
H 8.055 -0.308 2.854 0.3614
H 6.771 -1.425 3.427 0.3345
C -3.257 1.542 -3.394 -0.9381
N -2.717 2.480 -2.438 0.0317
C -2.456 3.807 -2.613 0.9174
C -2.753 4.412 -3.958 -1.2198
O -1.993 4.468 -1.688 -0.6411
H -4.182 1.132 -2.981 0.3089
H -2.532 0.735 -3.523 0.2706
H -3.464 2.004 -4.359 0.3742
H -2.492 2.143 -1.508 0.0280
H -2.494 5.474 -3.946 0.2985
H -2.156 3.919 -4.730 0.2106
H -3.819 4.319 -4.183 0.3674
C -0.615 4.891 8.258 -0.9196
N -0.976 4.605 6.890 -0.1914
C -0.486 3.625 6.076 0.6642
C 0.564 2.705 6.634 -0.7910
O -0.905 3.517 4.926 -0.5027
H -1.516 4.809 8.870 0.2890
H -0.242 5.917 8.302 0.2906
H 0.147 4.210 8.639 0.3602
H -1.679 5.185 6.446 0.2646
H 0.856 1.978 5.871 -0.2850
H 1.449 3.278 6.922 0.4883
H 0.165 2.161 7.494 0.3876
C 0.659 4.909 -8.742 -0.8748
N -0.063 4.122 -7.771 -0.1431
C 0.445 3.343 -6.772 0.8104
C 1.940 3.267 -6.627 -1.2403
O -0.316 2.733 -6.025 -0.6678
H 0.348 5.951 -8.632 0.3072
H 0.384 4.555 -9.738 0.2788
H 1.740 4.838 -8.616 0.3367
H -1.076 4.124 -7.807 0.2249
H 2.193 2.611 -5.790 0.2701
H 2.383 2.854 -7.537 0.3031
H 2.346 4.261 -6.422 0.3820
C 0.353 -0.741 -10.120 -0.8362
N 1.407 0.244 -10.101 -0.1363
C 2.679 0.109 -9.626 0.8428
C 3.076 -1.218 -9.041 -1.2865
O 3.459 1.056 -9.686 -0.6624
H 0.049 -0.892 -11.159 0.2952
H -0.492 -0.345 -9.552 0.2741
H 0.665 -1.694 -9.691 0.3150
H 1.213 1.164 -10.479 0.1996
H 4.116 -1.173 -8.707 0.3064
H 2.445 -1.450 -8.179 0.3330
H 2.991 -2.002 -9.799 0.3602
C 1.118 6.413 1.602 -0.9435
N 1.659 5.279 2.312 -0.0749
C 2.610 4.396 1.891 0.8917
C 3.196 4.591 0.519 -1.3778
O 2.962 3.477 2.626 -0.5692
H 1.311 7.309 2.197 0.3224
H 0.039 6.270 1.506 0.2845
H 1.559 6.534 0.611 0.3640
H 1.312 5.084 3.244 0.1066
H 3.938 3.813 0.325 0.2639
H 2.410 4.517 -0.237 0.3575
H 3.691 5.564 0.459 0.3985
C -0.313 -9.813 -2.055 -0.8640
N 0.227 -8.876 -1.099 -0.1819
C 0.488 -7.549 -1.275 0.8237
C 0.191 -6.944 -2.619 -1.3635
O 0.951 -6.887 -0.349 -0.6101
H -1.238 -10.224 -1.642 0.2892
H 0.412 -10.620 -2.185 0.2910
H -0.520 -9.351 -3.021 0.3254
H 0.452 -9.212 -0.169 0.2424
H 0.450 -5.882 -2.607 0.2563
H 0.788 -7.436 -3.391 0.4519
H -0.875 -7.037 -2.844 0.3679
```

No. 3
The following is a quantum chemistry calculation of the molecule C20H25N3O4S, from OMol25.

Properties
energy above the lowest of the compared OMol25 structures with the same formula, charge and spin	2.574	eV
max |F|	0.0234	Eh/bohr
SMILES string	CCN1C(=O)c2cccc3c(S(=O)(=O)NCCCN4CCOCC4)ccc1c23
LUMO energy	-0.59	eV

```
53
Properties=species:S:1:pos:R:3:mulliken_charge:R:1
C 5.536 0.986 -3.454 -1.0601
C 5.812 -0.105 -2.424 -0.7690
N 4.591 -0.716 -1.956 0.1054
C 4.130 -1.944 -2.428 0.1443
O 4.721 -2.627 -3.232 -0.6707
C 2.835 -2.183 -1.738 -0.5422
C 1.892 -3.180 -1.737 -0.6020
C 0.770 -3.021 -0.901 -0.8569
C 0.577 -1.920 -0.096 -0.7232
C 1.529 -0.879 -0.082 0.0135
C 1.546 0.329 0.653 -0.1174
S 0.162 0.754 1.694 1.5604
O 0.467 1.964 2.404 -0.7580
O -0.231 -0.405 2.454 -0.6663
N -1.002 1.042 0.526 -0.1782
C -1.593 2.362 0.495 -0.8184
C -2.465 2.701 1.722 -0.8532
C -2.991 1.457 2.449 -1.1830
N -3.501 0.442 1.539 0.6146
C -4.797 0.768 0.970 -0.6409
C -5.151 -0.287 -0.079 -0.7187
O -5.177 -1.580 0.476 -0.4061
C -3.936 -1.894 1.065 -0.5976
C -3.555 -0.881 2.145 -0.6446
C 2.587 1.213 0.530 -0.6599
C 3.695 0.997 -0.315 -1.0811
C 3.709 -0.162 -1.051 0.2541
C 2.632 -1.066 -0.916 1.7710
H 5.031 0.563 -4.319 0.3071
H 6.472 1.432 -3.781 0.3711
H 4.906 1.765 -3.030 0.3145
H 6.353 0.304 -1.566 0.3662
H 6.408 -0.903 -2.876 0.3818
H 2.000 -4.062 -2.349 0.4920
H 0.030 -3.808 -0.891 0.4349
H -0.284 -1.851 0.548 0.6408
H -1.750 0.356 0.605 0.3267
H -0.773 3.078 0.417 0.3891
H -2.189 2.413 -0.420 0.4323
H -1.866 3.258 2.443 0.4162
H -3.290 3.339 1.403 0.4725
H -3.755 1.766 3.183 0.4683
H -2.162 1.009 3.001 0.5066
H -4.748 1.749 0.495 0.3556
H -5.583 0.788 1.746 0.2995
H -6.148 -0.110 -0.487 0.3681
H -4.410 -0.245 -0.892 0.3111
H -4.044 -2.892 1.493 0.3811
H -3.152 -1.911 0.291 0.2901
H -2.570 -1.124 2.549 0.3646
H -4.298 -0.922 2.959 0.3581
H 2.541 2.113 1.123 0.5917
H 4.486 1.728 -0.361 0.4442
```

No. 4
The following is a quantum chemistry calculation of C28H22ClF5FeNO3SSi as an isolated structure, from OMol25.

Properties
expectation value of S²	8.78
energy above the lowest of the compared OMol25 structures with the same formula, charge and spin	0.811	eV
max |F|	0.0156	Eh/bohr
spin multiplicity	6
LUMO energy (alpha / beta)	-0.65 / -1.43	eV

```
63
Properties=species:S:1:pos:R:3:mulliken_charge:R:1
Fe 0.233 0.411 -0.717 0.7129
Cl 2.231 -3.477 5.155 -0.2304
C 1.670 -2.342 3.974 0.0114
C 0.996 -1.182 4.401 -0.5297
C 0.540 -0.269 3.494 -0.9289
C 0.717 -0.449 2.094 0.3597
O 0.262 0.451 1.294 0.3134
C 1.406 -1.635 1.682 0.6756
C 1.627 -1.969 0.320 0.1038
O 1.249 -1.345 -0.688 -0.4416
C 1.874 -2.560 2.646 -1.1129
H 0.846 -1.022 5.461 0.4301
H 0.025 0.627 3.817 0.4629
H 2.188 -2.895 0.142 0.3753
H 2.394 -3.451 2.312 0.4080
F 6.798 0.885 1.058 -0.3033
C 5.650 1.086 0.418 0.6211
C 5.146 0.122 -0.432 0.2017
F 5.819 -1.015 -0.619 -0.3224
C 3.952 0.345 -1.098 0.2257
F 3.541 -0.595 -1.946 -0.4108
C 3.213 1.514 -0.937 0.4170
S 1.718 1.847 -1.800 -0.6255
C 3.762 2.472 -0.082 0.1819
F 3.128 3.626 0.120 -0.3485
C 4.952 2.272 0.587 0.1439
F 5.438 3.210 1.401 -0.3050
C -0.783 3.819 -2.505 -1.1078
Si -1.229 3.198 -0.781 0.0899
C -2.752 4.207 -0.271 -1.4794
C -0.011 3.549 0.609 -0.6495
N -1.430 1.411 -0.933 0.7255
C -2.630 0.745 -1.102 -0.2569
C -3.901 1.323 -1.188 -0.1654
C -5.044 0.562 -1.369 -1.0173
C -4.966 -0.815 -1.477 -0.7336
C -3.723 -1.428 -1.400 -0.6312
C -2.600 -0.651 -1.215 0.9080
O -1.330 -1.188 -1.148 -0.4563
C -1.214 -2.556 -0.932 -0.4211
C -1.453 -3.061 0.337 0.5184
C -1.267 -4.416 0.563 -0.9731
C -0.849 -5.245 -0.469 -0.4752
C -0.614 -4.720 -1.730 -0.7676
C -0.797 -3.366 -1.972 -0.0378
H -0.157 4.712 -2.435 0.3633
H -1.699 4.095 -3.035 0.3430
H -0.247 3.091 -3.113 0.4215
H -2.366 5.217 -0.090 0.3814
H -3.205 3.870 0.665 0.3700
H -3.526 4.308 -1.032 0.4301
H 0.527 4.473 0.370 0.3354
H 0.727 2.775 0.791 0.0253
H -0.568 3.712 1.536 0.3247
H -3.989 2.390 -1.113 0.2414
H -6.007 1.053 -1.429 0.4129
H -5.856 -1.413 -1.622 0.4006
H -3.632 -2.502 -1.485 0.4911
H -1.763 -2.388 1.128 0.5364
H -1.441 -4.825 1.551 0.4324
H -0.701 -6.302 -0.288 0.4248
H -0.281 -5.368 -2.532 0.4165
H -0.600 -2.928 -2.942 0.4940
```

No. 5
The following is a quantum chemistry calculation of C25H44GeO8STeW as an isolated structure, from OMol25.

Properties
total charge	+1
expectation value of S²	0.79
energy above the lowest of the compared OMol25 structures with the same formula, charge and spin	4.774	eV
max |F|	0.0669	Eh/bohr
spin multiplicity	2
LUMO energy (alpha / beta)	-4.03 / -4.41	eV

```
81
Properties=species:S:1:pos:R:3:mulliken_charge:R:1
W 0.190 -0.221 0.965 0.4008
C -3.787 -0.041 -0.118 -1.7885
C -2.684 0.943 0.236 1.7537
C -3.168 1.956 1.260 -1.5801
C -2.186 1.663 -1.027 -0.4434
O -1.599 0.189 0.829 1.4802
Ge -0.317 0.798 3.363 -0.6228
O 1.435 0.533 2.462 0.9111
C 2.817 0.507 2.918 1.4427
C 2.840 0.157 4.392 -1.8485
C 3.504 -0.575 2.075 -1.3880
C 3.451 1.860 2.643 -1.6937
O -0.492 -1.055 3.005 0.0336
C -1.522 -2.052 3.309 1.7167
C -0.893 -3.095 4.217 -1.7943
C -1.985 -2.717 2.017 -1.4668
C -2.685 -1.349 3.995 -1.8680
H -4.573 0.470 -0.674 0.4727
H -4.223 -0.480 0.782 0.3652
H -3.386 -0.842 -0.740 0.3453
H -4.036 2.489 0.873 0.5269
H -2.376 2.674 1.483 0.2616
H -3.455 1.458 2.190 0.2474
H -2.548 2.691 -1.057 0.3935
H -2.531 1.155 -1.925 -0.4000
H -1.099 1.674 -1.045 0.0435
H 2.284 -0.767 4.565 0.3242
H 2.364 0.957 4.964 0.3997
H 3.865 0.032 4.744 0.4181
H 3.226 -1.563 2.441 0.3501
H 4.590 -0.475 2.125 0.6256
H 3.455 0.245 0.278 0.2723
H 2.977 2.625 3.259 0.3466
H 3.322 2.140 1.598 0.4573
H 4.517 1.827 2.875 0.4091
H -0.026 -3.541 3.727 0.3265
H -1.615 -3.886 4.423 0.4284
H -0.581 -2.645 5.161 0.3595
H -1.196 -3.322 1.578 0.2624
H -2.326 -1.977 1.301 0.1283
H -2.818 -3.388 2.235 0.5866
H -2.337 -0.875 4.918 0.4402
H -3.479 -2.052 4.242 0.4584
H -3.084 -0.572 3.337 0.2574
O 3.563 -2.760 -0.827 -0.2118
C 2.515 -2.654 -0.445 0.7741
O 3.055 -0.512 0.721 -0.4176
C 1.389 -2.966 0.470 -0.1461
O 0.866 -4.029 0.343 -0.5769
O 0.972 -1.971 1.177 -0.1515
C 0.558 -0.129 -7.763 -1.5373
C 0.406 -0.447 -6.301 0.6102
C 1.508 -0.778 -5.520 -1.0954
C 1.400 -1.037 -4.160 1.0139
C 2.657 -1.382 -3.403 -1.2463
C 0.131 -0.985 -3.558 -0.0267
Te -0.020 -1.519 -1.491 0.3561
C -0.996 -0.703 -4.331 0.9269
C -2.407 -0.725 -3.791 -2.0098
C -0.834 -0.417 -5.683 -0.7595
H 1.534 -0.442 -8.133 0.3562
H 0.463 0.946 -7.933 0.3170
H -0.216 -0.621 -8.352 0.3785
H 2.488 -0.836 -5.983 0.3000
H 3.519 -1.328 -4.065 0.4095
H 2.592 -2.393 -2.999 0.2313
H 2.810 -0.697 -2.565 0.1032
H -2.442 -1.231 -2.827 0.2118
H -3.055 -1.262 -4.482 0.5079
H -2.793 0.289 -3.685 0.3546
H -1.716 -0.173 -6.267 0.4502
C 0.619 4.084 -0.451 -1.2084
S 0.615 3.096 1.064 0.7453
C 0.128 4.425 2.208 -1.2872
O 0.873 0.773 -0.256 -0.8294
H 1.272 4.942 -0.308 0.4746
H -0.392 4.411 -0.696 0.3054
H 1.005 3.446 -1.244 0.2466
H -0.816 4.870 1.896 0.3851
H 0.904 5.189 2.246 0.4340
H 0.012 3.974 3.193 0.2600
```

No. 6
The following is a quantum chemistry calculation of the molecule C9H8BrN3O2, from OMol25.

Properties
energy above the lowest of the compared OMol25 structures with the same formula, charge and spin	2.917	eV
max |F|	0.0792	Eh/bohr
SMILES string	CCO/C(Oc1ncccn1)=C(\Br)C#N
LUMO energy	0.34	eV

```
23
Properties=species:S:1:pos:R:3:mulliken_charge:R:1
C -1.423 -1.883 -1.449 -0.9206
C -1.241 -1.410 -0.030 -0.2491
O -2.232 -0.523 0.463 -0.3033
C -2.683 0.625 -0.148 0.6252
O -1.755 1.540 -0.564 -0.3945
C -0.575 1.917 0.006 0.6066
N -0.271 1.686 1.294 -0.4551
C 0.793 2.221 1.779 -0.0143
C 1.679 2.965 0.963 -0.3592
C 1.312 3.104 -0.366 -0.1757
N 0.198 2.556 -0.813 -0.5235
C -4.025 0.777 -0.240 -0.2410
Br -5.136 -0.687 0.193 -0.1077
C -4.527 1.960 -0.718 0.3154
N -4.808 2.993 -1.120 -0.4202
H -0.432 -2.018 -1.982 0.2668
H -1.972 -2.897 -1.468 0.2832
H -2.120 -1.278 -1.883 0.3488
H -0.240 -1.097 0.109 0.2923
H -1.366 -2.411 0.672 0.2877
H 1.102 1.986 2.807 0.3820
H 2.631 3.326 1.408 0.3195
H 1.998 3.543 -1.023 0.4367
```

No. 7
The following is a quantum chemistry calculation of a 2-piece molecular cluster, C5H13NSi overall, from OMol25.

Properties
energy above the lowest of the compared OMol25 structures with the same formula, charge and spin	5.241	eV
max |F|	0.1356	Eh/bohr
LUMO energy (alpha / beta)	-0.01 / -0.01	eV

```
20
Properties=species:S:1:pos:R:3:mulliken_charge:R:1
C -2.780 1.106 -0.561 -0.6964
C -1.861 0.742 0.367 -0.3012
C 2.431 -0.286 -0.388 -0.9765
C 1.250 1.551 0.374 -1.0217
C -0.490 -2.224 0.789 -1.0231
N 1.111 0.158 0.072 0.3540
Si -0.415 -0.552 -0.162 -0.1985
H -3.726 1.566 -0.321 0.2639
H -2.812 0.847 -1.602 0.2250
H -1.975 1.118 1.379 0.4787
H 2.339 -0.007 -1.422 0.4308
H 3.152 0.267 0.193 0.3095
H 2.398 -1.427 -0.386 0.2134
H 1.650 2.033 -0.372 0.4433
H 0.226 1.925 0.750 0.3099
H 2.029 1.638 1.219 0.2732
H 0.222 -2.939 0.383 0.3180
H -0.427 -2.187 1.871 0.3530
H -1.447 -2.735 0.676 0.3517
H -0.874 -0.596 -2.857 -0.1069
```

What is the formula in the sixth record? C9H8BrN3O2

Which of these has the highest max |F|? C37H74F3IN8O12S